1.
4 unconnected molecules or ions with the total composition C21H49BBrNO9 at a distorted geometry, computed with ωB97M-V/def2-TZVPD.

Values from the calculation:
Largest force on an atom   9.00 eV/A
E_HOMO   -9.2665 eV
E   -113198.8444 eV
SMILES string   CC[C@H](Br)B(CCOC=O)C[C@@H](O)CN.COCCOC.COCCOC.COCCOC
Relative energy (zero: lowest compared OMol25 entry of this formula, charge and spin)   112.3 kcal per mole
Kohn-Sham gap   8.929 eV
Lowest unoccupied orbital energy   -0.012 Eh

Element x y z (Å)
Br -0.36 -0.33 3.72
O 0.98 -2.48 -2.98
O 0.32 2.05 9.10
O 0.83 -2.93 -5.91
O -0.52 1.84 -6.52
O 0.86 2.85 6.30
O 2.98 -3.27 1.56
O -2.18 -4.46 0.62
O -1.18 4.56 -7.49
O 4.89 -3.72 3.11
N -3.65 -1.61 2.76
C 0.95 -1.98 0.48
C -1.75 1.82 -5.81
C -0.74 0.04 1.79
C -0.28 3.66 -8.14
C -0.23 1.41 7.95
C -2.79 -2.82 2.46
C 0.73 1.50 6.76
C 2.08 3.44 6.74
C -0.26 3.33 9.33
C -2.65 -3.06 0.84
C 0.40 1.16 1.31
C 0.60 2.36 2.46
C 2.06 -3.40 -2.92
C 0.36 -1.76 -5.24
C -1.82 -1.93 0.01
C 3.61 -3.42 2.91
C -0.63 5.09 -6.29
C 1.19 -1.47 -3.98
C 1.77 -2.44 1.82
C 0.01 -4.06 -5.67
C -0.69 2.20 -7.90
B -0.53 -1.28 0.79
H -3.76 -3.05 0.41
H -3.98 -1.11 1.90
H -1.37 -2.48 -0.95
H 2.03 4.52 6.54
H -3.39 -3.75 2.88
H -0.39 2.58 3.05
H 2.25 -1.37 -4.22
H -0.38 0.36 8.20
H 2.90 -3.21 3.84
H 0.34 3.85 10.09
H -2.51 -1.07 -0.44
H 2.33 -3.78 -3.91
H 1.46 2.09 3.24
H -1.33 -4.50 1.16
H 1.71 1.07 7.01
H 0.53 -4.95 -6.03
H 2.25 3.30 7.81
H 2.18 -1.45 2.34
H 0.08 1.58 0.26
H -1.76 -2.83 3.05
H -1.53 1.75 -4.75
H -1.21 1.83 7.69
H -0.22 4.31 -5.64
H -1.85 0.47 1.68
H 1.47 0.66 1.21
H 0.84 -2.87 -0.30
H 2.92 3.03 6.17
H 0.48 -0.92 -5.93
H -3.22 -0.97 3.46
H 1.57 -1.15 -0.11
H -1.43 5.61 -5.74
H -0.03 1.55 -8.48
H -0.26 3.94 8.42
H 0.93 3.38 1.94
H 0.31 0.92 5.93
H 1.02 -2.97 2.54
H -2.33 2.73 -5.99
H -2.34 0.95 -6.12
H -1.28 3.22 9.70
H -1.72 2.02 -8.23
H 0.85 -0.52 -3.55
H 1.76 -4.25 -2.30
H -0.93 -3.96 -6.22
H -0.70 -1.85 -5.00
H 0.76 3.84 -7.82
H -0.20 -4.19 -4.60
H 0.15 5.82 -6.52
H 2.93 -2.93 -2.46
H -0.34 3.87 -9.21

2.
A molecular structure, C21H49CeN2OP3 at a distorted geometry, computed with ωB97M-V/def2-TZVPD.

Values from the calculation:
Largest force on an atom   3.26 eV/A
E_HOMO (spin up / spin down)   -10.3921 / -10.3927 eV
E   -68391.4364 eV
Net charge   +1
Multiplicity   2
Relative energy (zero: lowest compared OMol25 entry of this formula, charge and spin)   7.5 kcal per mole
Kohn-Sham gap (spin up / spin down)   7.828 / 7.891 eV
Lowest unoccupied orbital energy (spin up / spin down)   -0.094 / -0.092 Eh

Element x y z (Å)
Ce 0.90 0.27 1.35
P 0.14 0.03 -1.96
P -1.38 1.78 2.42
P -1.01 -1.71 2.43
O 1.01 0.18 3.85
N 2.20 -0.40 5.65
N -0.31 -0.08 -0.50
C 0.23 -2.68 -2.50
C -2.04 1.51 -2.79
C 3.30 0.06 2.12
C 3.23 -0.69 3.48
C 1.21 -1.50 -2.55
C -2.44 -0.88 -2.48
C -1.25 2.75 3.97
C -2.67 0.54 2.94
C 1.31 2.04 -3.80
C -0.78 -3.21 3.48
C -2.08 -0.71 3.59
C 1.86 -1.44 -3.93
C -2.41 2.92 1.42
C 2.06 -0.26 4.33
C 2.66 1.38 -1.83
C -2.31 -2.33 1.28
C 0.67 2.77 -1.50
C -1.45 0.13 -3.08
C -1.33 -0.09 -4.58
C 1.23 1.62 -2.34
C 2.28 -1.80 -1.50
H 0.51 2.43 -0.45
H 2.64 0.98 -0.79
H -2.29 -0.90 -1.41
H -0.76 2.15 4.74
H -2.66 2.45 0.47
H 0.35 2.38 -4.17
H 3.06 -0.75 6.06
H 4.10 -0.44 1.55
H -3.34 1.04 3.65
H 3.73 1.05 2.36
H -1.53 2.30 -3.33
H 1.38 3.60 -1.48
H -2.88 -1.36 3.97
H -3.33 3.19 1.94
H -1.86 -3.06 0.60
H 1.86 -1.69 -0.48
H -0.65 3.64 3.80
H 3.12 -1.77 3.31
H -3.12 -2.80 1.83
H 0.77 -3.62 -2.56
H 3.21 0.70 -2.47
H -1.44 -0.42 4.43
H -1.98 1.69 -1.72
H 2.61 -2.84 -1.61
H -0.30 -3.98 2.87
H -0.60 0.57 -5.04
H 3.17 -1.19 -1.60
H -0.48 -2.66 -3.33
H 1.14 -1.20 -4.70
H 4.15 -0.55 4.08
H 2.29 -2.41 -4.17
H -1.73 -3.59 3.85
H -1.07 -1.12 -4.81
H -3.08 1.54 -3.10
H 2.02 2.87 -3.91
H -2.30 0.11 -5.04
H -3.46 -0.56 -2.68
H 2.66 -0.71 -3.97
H -2.33 -1.88 -2.88
H -0.13 -2.99 4.33
H 1.47 -0.10 6.28
H -3.27 0.27 2.07
H -2.68 -1.50 0.69
H -2.23 3.06 4.32
H 3.21 2.32 -1.82
H -1.85 3.83 1.21
H -0.27 3.15 -1.89
H 1.66 1.23 -4.43
H -0.31 -2.65 -1.55

3.
A molecular structure, C21H49HgN8O10 at a distorted geometry, computed with ωB97M-V/def2-TZVPD.

Values from the calculation:
Largest force on an atom   9.07 eV/A
E_HOMO (spin up / spin down)   -13.1695 / -13.1687 eV
E   -59122.1999 eV
Net charge   +2
Multiplicity   2
Relative energy (zero: lowest compared OMol25 entry of this formula, charge and spin)   5.0 kcal per mole
Kohn-Sham gap (spin up / spin down)   7.408 / 3.480 eV
Lowest unoccupied orbital energy (spin up / spin down)   -0.212 / -0.356 Eh

Element x y z (Å)
Hg -1.28 2.78 -0.97
O -0.81 3.64 1.10
O -0.24 0.85 -0.54
O -0.18 -0.90 0.37
O 1.27 -0.52 -1.04
O -1.15 1.82 -3.18
O 0.79 3.34 -1.86
O 4.47 -1.54 2.98
O -1.90 -4.59 2.21
O -4.93 -2.48 0.16
O -2.99 1.88 0.27
N 2.64 3.62 -3.11
N -3.02 -3.00 -0.74
N 0.24 -0.21 -0.47
N 4.97 -0.24 1.29
N -0.04 -3.57 1.73
N 0.24 3.22 3.01
N -2.58 0.09 1.54
N -0.71 0.35 -4.93
C 6.79 -1.71 2.08
C 2.14 5.39 -1.53
C -4.41 1.77 2.28
C -0.67 -0.93 -4.10
C -0.01 -5.72 3.12
C -0.92 2.80 -5.32
C 1.80 4.01 -2.20
C -4.28 -3.33 -0.38
C 1.35 -3.54 1.39
C -0.69 -4.54 2.28
C -5.01 -4.62 -0.81
C -3.26 1.25 1.30
C -2.05 -3.99 -1.00
C 3.68 0.25 1.02
C -0.16 1.77 3.13
C -0.94 1.56 -4.36
C 0.52 5.37 2.09
C 2.55 2.40 -3.85
C -0.12 4.03 2.03
C 5.31 -1.23 2.14
C -3.16 -0.88 2.44
H -1.23 -1.67 -4.67
H -4.41 -5.30 -1.42
H 3.54 1.95 -3.87
H -0.44 1.20 2.23
H -0.31 6.05 1.90
H -0.11 -5.86 4.20
H -1.79 -0.15 0.95
H 6.97 -2.25 1.14
H 5.79 0.11 0.82
H 1.52 -3.43 0.32
H -3.25 -0.47 3.44
H -4.01 -1.33 1.92
H 3.37 4.29 -3.34
H 3.07 5.27 -0.97
H 7.41 -0.82 2.12
H -2.70 -2.11 -0.38
H 0.34 -1.28 -3.87
H 0.85 3.53 3.76
H 7.03 -2.33 2.94
H -0.45 2.58 -6.28
H 2.02 -4.35 1.69
H -4.58 1.19 3.19
H 3.41 1.08 1.67
H -1.12 1.69 3.63
H 1.03 5.66 3.01
H 1.72 -2.61 1.83
H -0.42 -6.67 2.78
H -5.24 -5.15 0.12
H 1.24 5.50 1.28
H 1.94 1.69 -3.30
H 2.87 -0.47 1.09
H 3.70 0.80 0.08
H -5.36 1.85 1.74
H 0.57 1.06 3.52
H -1.23 -0.78 -3.18
H 1.30 5.60 -0.87
H -5.92 -4.31 -1.31
H -2.09 -4.81 -0.27
H 1.96 2.63 -4.74
H 2.14 6.09 -2.36
H 1.01 -5.71 2.74
H -0.54 -2.76 1.40
H -2.05 -4.39 -2.01
H -1.09 -3.49 -1.08
H -0.69 0.27 -5.94
H -4.16 2.76 2.68
H -2.50 -1.74 2.50
H -0.43 3.67 -4.89
H -1.97 3.02 -5.50

4.
A molecular structure, C21H49InO15P3 at a distorted geometry, computed with ωB97M-V/def2-TZVPD.

Values from the calculation:
Largest force on an atom   5.70 eV/A
E_HOMO   -5.8159 eV
E   -86315.8706 eV
Net charge   -1
Kohn-Sham gap   7.886 eV
Lowest unoccupied orbital energy   0.076 Eh

Element x y z (Å)
In 0.83 0.70 1.15
P 0.30 -1.61 1.97
P 3.38 0.67 0.72
P -1.22 -1.70 3.52
O 6.45 -4.42 3.76
O -0.52 -2.42 4.99
O 1.80 3.23 -6.19
O 3.96 2.28 0.96
O -2.04 -2.79 -3.12
O -2.34 -2.78 3.09
O 3.41 2.35 -4.07
O -2.87 -5.33 -2.28
O -1.92 -0.17 3.98
O 3.73 0.29 -0.98
O 4.05 -0.46 1.60
O -4.37 4.26 -1.74
O -3.08 -6.02 0.84
O -3.78 -8.10 2.57
O 7.15 -2.33 2.03
C -2.39 5.02 1.64
C -0.79 -0.24 -1.68
C 7.62 -2.34 3.38
C 0.30 2.48 -1.63
C -0.20 2.73 -3.16
C -2.69 5.18 0.03
C 0.52 2.31 2.65
C -3.79 -4.23 -2.29
C -3.61 -6.78 3.06
C -1.30 0.07 -3.24
C -3.44 3.63 -2.69
C 0.02 0.99 -0.91
C 3.82 3.45 -4.88
C -3.02 -2.93 -2.09
C -0.98 1.53 -3.98
C -2.61 -6.03 2.18
C -0.85 4.57 2.00
C 6.62 -3.09 4.25
C -0.93 3.07 2.70
C -3.84 4.04 -0.38
C 3.22 3.30 -6.27
H -2.59 -0.34 4.71
H 3.49 4.15 -6.91
H -2.70 6.01 2.19
H -0.10 4.60 1.10
H 0.00 3.76 -3.67
H 6.96 -3.14 5.29
H -3.87 -5.44 0.80
H -4.54 -4.38 -1.51
H -1.69 -3.69 -3.28
H -3.39 2.98 -0.20
H -0.44 5.37 2.78
H -0.97 -1.27 -1.14
H 3.44 4.36 -4.39
H 5.64 -2.60 4.22
H -2.48 4.31 -2.83
H -1.20 3.29 3.84
H 3.35 2.94 0.49
H 0.73 1.87 3.73
H 3.57 2.38 -6.74
H 3.87 1.56 -4.41
H -0.68 -1.79 5.77
H 4.91 3.49 -4.90
H 1.34 3.15 2.47
H -3.11 4.16 2.05
H -4.78 4.17 0.35
H 6.37 -1.75 2.00
H -2.49 -2.94 -1.13
H -4.59 -6.29 3.03
H 0.87 3.35 -1.04
H -3.23 6.22 -0.13
H -1.73 5.12 -0.65
H 1.53 -2.07 2.64
H -1.34 1.70 -5.09
H -3.69 -2.07 -2.12
H -2.47 -5.00 2.52
H -4.28 -4.24 -3.26
H -3.27 -6.83 4.10
H 2.97 0.68 -1.51
H -2.54 -5.42 -1.36
H -3.75 -8.04 1.59
H -3.01 2.58 -2.31
H -1.65 -6.54 2.18
H 6.49 -4.35 2.79
H 7.76 -1.31 3.72
H -1.75 2.37 2.25
H -3.92 3.51 -3.75
H -1.86 -0.81 -3.77
H 1.61 2.72 -5.38
H 8.59 -2.85 3.38

5.
3 unconnected molecules or ions with the total composition C21H50O3Si2 at a distorted geometry, computed with ωB97M-V/def2-TZVPD.

Values from the calculation:
Largest force on an atom   4.72 eV/A
E_HOMO   -10.0546 eV
E   -44488.1118 eV
SMILES string   C[Si](C)(C)OCC[SiH2]CCCC(=O)O.CCCCCC.CCCCCC
Kohn-Sham gap   10.491 eV
Lowest unoccupied orbital energy   0.016 Eh

Element x y z (Å)
Si -4.10 2.68 1.49
Si -2.32 -1.24 1.01
O 2.95 0.77 0.40
O 2.37 2.60 1.44
O -3.13 1.55 0.70
C 2.65 2.34 -3.09
C -0.05 0.41 1.64
C 1.81 4.71 -3.66
C 4.25 -4.38 0.78
C 0.63 -4.92 1.62
C -2.78 -0.40 -0.62
C 2.31 1.26 1.22
C 1.27 -5.15 0.25
C 2.46 4.78 -5.04
C 2.45 -6.11 0.24
C -5.93 2.54 1.09
C -0.53 -1.04 1.54
C 3.61 -5.72 1.16
C 0.44 1.60 -2.06
C 1.31 1.65 -3.31
C -3.85 2.43 3.33
C -3.56 4.39 0.91
C 0.05 -6.19 2.24
C 2.56 3.81 -2.68
C -3.74 0.74 -0.31
C 1.44 0.43 2.11
H 1.90 5.46 -5.69
H -2.96 2.93 3.70
H -0.42 -5.96 3.20
H -0.16 -4.18 1.52
H 1.37 -4.48 2.31
H -4.27 5.13 1.26
H 3.48 5.15 -4.97
H -4.73 2.79 3.84
H -3.63 4.39 -0.17
H 3.58 4.20 -2.56
H -0.45 -1.46 2.53
H 3.54 -3.56 0.86
H 2.12 -7.12 0.51
H 0.77 4.37 -3.76
H 0.50 -5.54 -0.43
H -3.94 1.33 -1.20
H 5.09 -4.16 1.44
H 1.76 5.72 -3.24
H 1.46 2.93 1.43
H 1.57 -4.19 -0.16
H 1.50 0.78 3.14
H 4.37 -6.50 1.10
H -0.49 1.07 -2.25
H -3.74 1.37 3.53
H 2.83 -6.19 -0.79
H 1.50 0.62 -3.64
H 2.48 3.80 -5.53
H -3.32 -1.11 -1.23
H -0.62 0.93 2.40
H 4.63 -4.41 -0.24
H -6.32 1.53 1.04
H 2.09 3.89 -1.70
H 0.81 -6.94 2.42
H -6.52 3.12 1.78
H 3.28 -5.68 2.20
H -1.93 -0.03 -1.19
H 1.82 -0.57 2.07
H -4.67 0.28 0.01
H 0.97 1.10 -1.24
H 0.18 2.61 -1.72
H 3.20 1.80 -2.31
H -2.55 4.62 1.20
H -3.29 -0.82 2.05
H 0.76 2.13 -4.12
H 0.16 -1.60 0.91
H -0.18 0.97 0.72
H -2.54 -2.70 0.83
H 3.25 2.25 -4.00
H -6.10 3.00 0.12
H -0.72 -6.62 1.59